Record 1
Entry from OMol25: a 2-piece molecular cluster, CH5BrN overall (wB97M-V/def2-TZVPD).

Calculated values
- HOMO (spin up / spin down): -13.90 / -13.90 eV
- Net charge: +1
- HOMO-LUMO gap (spin up / spin down): 5.5 / 5.5 eV
- LUMO level (spin up / spin down): -8.3688 / -8.3697 eV

Geometry as XYZ:
```
8
CH5BrN, DFT wB97M-V/def2-TZVPD
C 0.354 0.916 -1.400
N -0.204 -0.767 1.423
Br -1.145 0.335 -2.314
H 0.741 1.819 -1.749
H 0.817 0.384 -0.632
H -0.692 -1.558 1.057
H 0.825 -0.756 1.391
H -0.696 -0.373 2.223
```

***

Record 2
Entry from OMol25: a 3-piece molecular cluster, C6H15N2O overall (wB97M-V/def2-TZVPD).

Calculated values
- HOMO: -14.37 eV
- Net charge: +1
- HOMO-LUMO gap: 10.7 eV
- LUMO level: -3.6230 eV

Geometry as XYZ:
```
24
C6H15N2O, DFT wB97M-V/def2-TZVPD
C -0.918 -0.853 0.766
C -2.352 -1.132 0.882
C 1.440 -1.362 1.704
C -0.509 1.892 -2.027
C 0.002 -1.924 1.299
C -1.500 1.657 -1.004
N -0.504 0.169 0.078
N 2.363 1.647 -1.057
O -2.527 1.753 -0.494
H -2.491 -2.099 1.492
H -2.772 -0.246 1.283
H -2.739 -1.281 -0.165
H 2.127 -2.191 2.034
H 2.115 -1.001 0.874
H 1.207 -0.648 2.447
H -0.877 2.752 -2.574
H 0.619 1.866 -1.654
H -0.760 1.223 -2.960
H 0.131 -2.681 0.552
H -0.565 -2.355 2.095
H 2.854 2.293 -1.685
H 0.457 0.306 -0.129
H 2.911 1.450 -0.204
H 2.290 0.763 -1.555
```

***

Record 3
Entry from OMol25: an isolated ion of composition C2H3N2O3 and charge +1 (wB97M-V/def2-TZVPD).

Calculated values
- HOMO (spin up / spin down): -14.71 / -14.70 eV
- Net charge: +1
- HOMO-LUMO gap (spin up / spin down): 7.3 / 7.3 eV
- LUMO level (spin up / spin down): -7.4134 / -7.3993 eV

Geometry as XYZ:
```
10
C2H3N2O3, DFT wB97M-V/def2-TZVPD
O 3.036 -0.075 -0.058
N 1.993 0.385 0.163
C 0.890 1.013 -0.032
C -0.418 0.538 -0.026
N -0.728 -0.730 -0.001
O 0.024 -1.662 -0.033
O -2.070 -0.898 0.021
H 0.881 2.156 -0.209
H -1.356 1.073 -0.132
H -2.251 -1.799 0.307
```

***

Record 4
Entry from OMol25: an isolated ion of composition C3H9NS2 and charge -1 (wB97M-V/def2-TZVPD).

Calculated values
- 2S+1: 2
- HOMO (spin up / spin down): 0.37 / -4.16 eV
- Net charge: -1
- HOMO-LUMO gap (spin up / spin down): 3.2 / 7.8 eV
- <S²>: 0.7528
- LUMO level (spin up / spin down): 3.6063 / 3.6064 eV

Geometry as XYZ:
```
15
C3H9NS2, DFT wB97M-V/def2-TZVPD
N -0.874 1.124 -1.086
C -0.491 0.266 0.151
C -0.984 1.022 1.380
C 0.924 -0.250 0.260
S 1.420 -0.981 -1.400
S 0.568 -2.877 -1.281
H -0.314 0.697 -1.825
H -0.424 2.037 -0.970
H -1.056 -0.574 -0.252
H -0.089 1.430 1.847
H -1.552 1.868 0.978
H -1.544 0.521 2.173
H 1.686 0.485 0.535
H 1.097 -1.097 0.936
H 1.631 -3.669 -1.445
```

***

ΔE to the lowest compared entry with this formula, charge and spin (kJ/mol)
262.55, 172.78, 482.77, 129.70
DFT total energy (hartree)
-2669.478437, -422.053810, -412.701415, -970.784934